A molecular structure, C42H55AsBF5N14Sr. Source: the Open Molecules 2025 dataset; level of theory: ωB97M-V with the def2-TZVPD basis set.

Its relative energy (zero: lowest compared OMol25 entry of this formula, charge and spin) is 11.09 kcal per mole. For the orbital gap, the calculation gives 7.59 eV. As for the spin multiplicity: 1. As for the total energy: -141249.81379 eV. The calculation puts the LUMO energy at 0.015 hartree.

Positions of all 119 atoms, in Å:
Sr -0.5473 1.4531 -0.6982
C 3.2150 3.1710 1.6720
C 2.0133 2.4583 1.6589
N 1.5396 2.3443 0.4240
N 2.4219 2.9746 -0.3842
C 3.4321 3.4772 0.3447
B 2.3260 3.0275 -1.9364
N 2.3757 1.5988 -2.5238
C 3.2369 1.1457 -3.4493
C 2.9945 -0.1988 -3.6457
C 1.9338 -0.4800 -2.7765
N 1.5548 0.6082 -2.1176
N 1.0711 3.7701 -2.4387
C 1.0370 5.0445 -2.8621
C -0.2386 5.3276 -3.2982
C -0.9337 4.1325 -3.0972
N -0.1448 3.1949 -2.5858
H 3.8248 3.4342 2.5182
H 1.4703 2.0176 2.4800
H 4.2319 4.0137 -0.1370
H 3.2936 3.6313 -2.3212
H 3.9678 1.8076 -3.8822
H 3.5130 -0.8721 -4.3058
H 1.4470 -1.4175 -2.5663
H 1.9243 5.6535 -2.8260
H -0.6114 6.2551 -3.6948
H -1.9731 3.9167 -3.2852
C 4.0265 0.0132 -0.1369
N 4.1440 -1.2117 0.6272
C 5.3921 -1.9205 0.4742
C 3.1544 -1.6171 1.4790
N 1.9182 -1.3353 1.2154
C 1.0023 -1.3611 2.2670
C 1.2520 -0.6261 3.4083
C 0.4488 -0.7457 4.5549
C -0.5872 -1.6320 4.5689
C -0.9126 -2.3711 3.4016
C -1.9719 -3.3101 3.4455
C -2.3213 -4.0026 2.3246
C -1.6910 -3.7175 1.1035
C -0.6657 -2.7974 1.0013
N -0.3016 -2.3438 -0.2776
C -0.1532 -3.1982 -1.2353
N 0.4002 -4.4600 -1.0997
C -0.2556 -5.6321 -1.6382
C 1.3276 -4.7144 -0.0199
N -0.4796 -2.8598 -2.5264
C 0.1599 -3.4506 -3.6846
C -1.3126 -1.7061 -2.7903
C -0.1819 -2.1698 2.1989
N 3.6157 -2.3975 2.5381
C 4.6750 -1.8865 3.3830
C 2.8023 -3.4171 3.1652
H 3.0044 0.3675 -0.0868
H 4.2833 -0.1707 -1.1821
H 4.6996 0.7804 0.2620
H 6.2402 -1.3551 0.8783
H 5.5832 -2.0869 -0.5895
H 5.3457 -2.8831 0.9763
H 2.1305 0.0084 3.4240
H 0.6875 -0.1655 5.4388
H -1.1823 -1.7855 5.4610
H -2.4919 -3.4626 4.3834
H -3.1244 -4.7288 2.3537
H -2.0793 -4.1604 0.1931
H -1.0195 -5.3442 -2.3569
H -0.7384 -6.1990 -0.8330
H 0.4628 -6.2891 -2.1360
H 1.8249 -3.7826 0.2437
H 2.0757 -5.4345 -0.3609
H 0.8327 -5.1202 0.8702
H 0.9557 -4.1220 -3.3738
H 0.5933 -2.6643 -4.3096
H -0.5542 -4.0095 -4.2968
H -2.2473 -1.9913 -3.2806
H -0.7830 -0.9926 -3.4294
H -1.5067 -1.2407 -1.8289
H 5.1528 -1.0296 2.9143
H 5.4345 -2.6510 3.5721
H 4.2662 -1.5634 4.3486
H 2.0533 -3.7831 2.4700
H 2.2870 -3.0580 4.0624
H 3.4498 -4.2519 3.4482
C -1.4326 1.9848 3.2722
C -2.1647 0.9180 2.5412
N -1.8319 0.3938 1.3825
C -2.7976 -0.5500 1.0975
C -3.7172 -0.5927 2.0928
N -3.2957 0.3424 3.0095
H -0.7801 2.5119 2.5799
H -0.8345 1.5563 4.0792
H -2.1235 2.7173 3.6925
H -2.7638 -1.1401 0.1980
H -4.5996 -1.1886 2.2365
H -3.7540 0.5842 3.8700
C -3.5452 0.7220 -4.4818
As -3.4014 1.2089 -2.5901
C -4.4224 2.8786 -2.6827
C -4.7880 0.0278 -1.8817
H -4.5718 0.8347 -4.8310
H -3.2283 -0.3090 -4.6319
H -2.8923 1.3717 -5.0644
H -5.4869 2.6718 -2.5775
H -4.2487 3.3465 -3.6518
H -4.1046 3.5558 -1.8941
H -5.7005 0.1021 -2.4736
H -4.9889 0.3160 -0.8514
H -4.4308 -1.0026 -1.8955
F -4.0317 2.2921 0.4445
C -3.3346 3.4690 0.6172
C -2.0135 3.5413 0.2533
C -1.4496 4.7750 0.4823
F -0.1399 4.9890 0.1665
C -2.1129 5.8606 1.0298
F -1.5056 7.0408 1.2333
C -3.4446 5.7172 1.3809
F -4.1196 6.7445 1.9161
C -4.0720 4.5020 1.1721
F -5.3666 4.3577 1.5102